Record 1
Formula: C4H8O2
Source: the Open Molecules 2025 dataset
Level of theory: wB97M-V/def2-TZVPD

The geometry in XYZ format:
```
14
Properties=species:S:1:pos:R:3:forces:R:3
C 1.649819 -1.174468 0.720538 0.1 -0.1 0.1
C 0.834042 -0.175385 -0.058313 0.0 0.2 0.0
C 0.559038 1.034484 0.434131 0.2 -0.2 0.1
O -0.078805 2.061656 -0.173203 -0.1 -0.1 -0.2
H 2.236711 -1.808102 0.048459 -0.1 0.1 0.1
H 2.357428 -0.656287 1.375979 -0.1 -0.1 0.0
H 1.044143 -1.839654 1.348294 0.0 0.1 -0.2
H 0.519561 -0.435791 -1.068904 0.1 0.1 0.1
H 0.847187 1.307742 1.447712 0.1 0.0 -0.1
H -0.398494 1.772953 -1.043098 -0.1 0.1 0.1
C -2.395769 -0.024849 -0.747506 0.1 0.2 -0.3
O -1.990096 0.622701 -1.684070 -0.2 -0.4 0.4
H -2.395700 0.363814 0.286720 0.1 0.1 -0.1
H -2.789066 -1.048820 -0.886743 0.0 0.1 0.0
```
Forces are in eV/Å.

- Largest force on an atom: 0.58 eV Å⁻¹
- ΔE to the lowest compared entry with this formula, charge and spin: 50.7 kcal per mole
- SMILES: C/C=C/O.C=O
- E_tot: -8371.0849 eV



Record 2
Formula: C4H7NO2S
Source: the Open Molecules 2025 dataset
Level of theory: wB97M-V/def2-TZVPD

The geometry in XYZ format:
```
15
Properties=species:S:1:pos:R:3:forces:R:3
C 2.251240 -0.266385 -0.540384 1.8 -2.1 -3.2
C 0.815090 -0.076660 -0.842462 -0.8 0.0 2.9
N 0.524278 0.272560 -1.997119 0.8 0.6 -2.7
O -0.738692 0.640460 -2.327314 -0.7 -0.4 1.5
C -0.111152 -0.133617 0.338425 0.7 -1.0 1.4
S 0.491033 -0.917706 1.738933 -1.6 1.4 -2.3
C -1.506497 0.485961 0.279392 -1.1 1.0 0.3
O -1.985783 0.819949 1.582497 0.5 -2.1 0.3
H 2.823677 0.171394 -1.433380 -0.8 -0.7 1.2
H 2.543406 -1.427516 -0.525511 -0.5 2.8 0.7
H 2.490053 0.361351 0.280878 0.6 -0.2 1.1
H -0.660586 0.670149 -3.261368 -0.2 0.3 -1.4
H -2.231219 -0.232231 -0.237014 1.0 0.7 0.4
H -1.609384 1.495251 -0.238287 0.7 -1.6 0.1
H -1.778692 -0.002095 2.120301 -0.3 1.4 -0.4
```
Forces are in eV/Å.

- Largest force on an atom: 4.19 eV Å⁻¹
- ΔE to the lowest compared entry with this formula, charge and spin: 97.7 kcal per mole
- SMILES: C/C(=N/O)C(=S)CO
- E_tot: -20678.4984 eV



Record 3
Formula: C3H7NO2
Source: the Open Molecules 2025 dataset
Level of theory: wB97M-V/def2-TZVPD

The geometry in XYZ format:
```
13
Properties=species:S:1:pos:R:3:forces:R:3
C 1.262072 0.452359 1.036382 0.0 -0.2 -0.6
N 0.720186 0.904221 -0.258619 -0.6 -0.3 0.5
C 0.145976 -0.182173 -1.040844 0.6 0.3 -0.1
C -1.202416 -0.756014 -0.632490 -0.3 0.0 0.7
O -1.855996 -1.527253 -1.270353 0.0 -0.2 -0.2
O -1.623196 -0.220828 0.536385 0.5 0.6 0.4
H 1.245684 1.285787 1.733241 0.0 -0.1 0.1
H 2.291953 0.123713 0.902279 0.1 0.1 0.0
H 0.709339 -0.406279 1.426116 -0.1 0.2 0.3
H -0.052628 1.532343 -0.060642 0.2 0.2 0.0
H 0.910035 -0.957268 -1.157663 -0.4 -0.2 0.1
H -0.037201 0.202763 -2.030646 0.0 0.0 -0.6
H -2.513807 -0.451375 0.816850 -0.2 -0.5 -0.5
```
Forces are in eV/Å.

- Largest force on an atom: 0.91 eV Å⁻¹
- ΔE to the lowest compared entry with this formula, charge and spin: 23.0 kcal per mole
- SMILES: CNCC(=O)O
- E_tot: -8809.5317 eV



Record 4
Formula: C12H26AlB2O6
Source: the Open Molecules 2025 dataset
Level of theory: wB97M-V/def2-TZVPD

The geometry in XYZ format:
```
47
Properties=species:S:1:pos:R:3:forces:R:3
Al -10.385113 15.827044 0.419214 -0.4 -0.5 0.3
B -8.576900 13.632015 1.858649 3.2 -0.5 2.0
H -8.242993 12.553586 2.023700 0.9 -1.5 -0.3
H -9.606992 13.817062 2.401523 -3.4 1.3 -0.2
H -7.751367 14.360343 2.137918 0.9 1.2 1.1
H -8.826179 13.634437 0.723769 -3.0 -0.2 -2.6
B -11.506386 12.982049 1.101236 -2.2 -3.4 -2.2
H -11.210691 13.777739 1.910236 2.9 3.4 1.7
H -12.446868 13.340702 0.571973 -1.6 0.7 0.0
H -10.544608 13.020472 0.437545 2.5 0.9 -0.1
H -11.562360 11.950186 1.578604 -0.2 -1.4 0.5
O -13.205733 15.881962 0.713808 -0.2 -0.1 -0.7
C -14.304418 15.630844 1.140108 -0.6 0.6 1.9
O -15.079377 16.628330 1.656185 -0.3 0.3 -0.8
C -16.310921 16.177996 2.293289 0.5 -0.2 -0.8
C -16.090537 14.689621 2.461610 0.8 -0.2 1.1
C -14.922377 14.279131 1.505762 -0.7 1.5 -0.1
H -17.245126 16.324513 1.749125 0.5 0.7 -0.7
H -16.394699 16.743723 3.217826 0.1 -0.1 0.1
H -17.031614 14.149263 2.396498 0.3 -0.3 -0.3
H -15.761120 14.656798 3.502893 0.2 -0.9 0.0
H -15.279354 13.837912 0.576276 0.2 -0.4 0.1
H -14.091062 13.749084 1.961995 -0.4 -0.5 -0.1
O -11.571153 15.835279 3.081133 -0.2 -0.4 -0.8
C -12.148224 15.930296 4.137984 1.8 0.1 0.6
O -12.510405 17.134698 4.597778 0.0 -0.3 -0.1
C -13.034790 17.049205 5.927881 -2.0 -0.5 -0.2
C -13.100577 15.545609 6.237300 1.2 0.3 2.2
C -12.258940 14.842515 5.209266 -1.1 0.0 -0.7
H -14.051199 17.448950 5.931109 0.0 0.2 -0.3
H -12.525249 17.662141 6.668617 0.8 -0.2 -0.4
H -14.079082 15.090278 6.364657 -0.1 0.4 -0.2
H -12.574702 15.512751 7.194297 -0.4 -0.7 0.2
H -12.762680 13.935335 4.872364 -0.1 0.2 -0.5
H -11.301016 14.454286 5.552903 0.3 0.6 -0.1
O -9.532477 14.116512 -1.721972 -0.3 0.0 0.2
C -8.854063 13.356152 -2.378734 -0.1 -0.5 0.4
O -7.525218 13.477562 -2.385938 -0.2 0.7 0.5
C -6.915897 12.674859 -3.437222 0.0 2.2 0.7
C -7.904930 11.588067 -3.552011 -0.4 -1.0 -1.0
C -9.289214 12.191215 -3.285978 0.8 1.1 -0.3
H -5.889236 12.498310 -3.122859 -0.2 -0.7 0.1
H -6.832221 13.384857 -4.264593 -0.2 -0.5 -0.4
H -7.748125 10.940510 -2.688478 0.3 -0.7 -0.6
H -7.786667 11.167397 -4.550909 -0.2 -0.8 0.4
H -10.000629 11.447899 -2.936280 0.0 0.3 0.7
H -9.796342 12.685800 -4.119282 0.3 -0.1 -0.3
```
Forces are in eV/Å.

- Largest force on an atom: 4.78 eV Å⁻¹
- ΔE to the lowest compared entry with this formula, charge and spin: 0.0 kcal per mole
- E_tot: -33084.1082 eV
- Charge: +1



Record 5
Formula: C3H4N2O2
Source: the Open Molecules 2025 dataset
Level of theory: wB97M-V/def2-TZVPD

The geometry in XYZ format:
```
11
Properties=species:S:1:pos:R:3:forces:R:3
N -1.922459 1.874495 0.967661 -0.2 0.1 0.3
C -1.575335 0.991599 0.325100 -0.2 0.1 0.4
C -1.017067 0.021352 -0.564713 1.9 -4.2 3.4
C 0.407926 -0.832631 0.214458 -4.4 4.2 3.1
N 1.494565 0.113624 0.037850 1.2 0.3 -2.3
O 1.556872 0.789874 -0.982794 -0.8 -0.2 -0.1
O 2.362221 0.146398 0.846477 1.0 -0.3 2.1
H -0.518197 0.548144 -1.285280 0.9 0.8 -2.5
H -1.627180 -0.853484 -0.832754 -0.1 0.9 -0.2
H 0.310701 -1.010901 1.364385 -0.2 1.0 -2.0
H 0.527954 -1.788467 -0.090388 0.9 -2.6 -2.2
```
Forces are in eV/Å.

- Largest force on an atom: 6.85 eV Å⁻¹
- ΔE to the lowest compared entry with this formula, charge and spin: 138.4 kcal per mole
- SMILES: N#CCC[N+](=O)[O-]
- E_tot: -10246.2624 eV



Record 6
Formula: C24H67Be2N5O11
Source: the Open Molecules 2025 dataset
Level of theory: wB97M-V/def2-TZVPD

The geometry in XYZ format:
```
109
Properties=species:S:1:pos:R:3:forces:R:3
Be -0.278269 1.346925 2.652984 -1.1 1.0 -4.2
Be -1.916223 -2.468042 -0.585526 0.6 0.9 -2.0
C -0.334345 -0.085108 0.046429 0.9 0.4 0.7
O 0.371480 0.913318 0.249547 2.7 3.9 1.1
O -0.160867 -0.888376 -0.840331 -0.1 -4.1 -4.3
O -1.201364 -0.319015 0.872023 -5.0 -1.0 5.6
C 4.220796 2.659502 1.790929 1.4 0.7 0.3
C 3.065826 2.962856 2.703073 0.1 -0.8 0.9
C 3.142880 4.366407 3.385946 -0.4 -2.5 -0.4
O 2.133097 4.407150 4.450584 1.7 1.8 -0.4
C 2.279231 5.597359 5.278692 -1.1 -0.5 1.0
N 1.849130 2.716653 1.927600 -0.5 0.0 0.8
H 5.135624 2.583331 2.378621 0.2 0.3 -0.1
H 4.317957 3.460379 1.057953 0.2 -0.2 -0.3
H 4.145884 1.679161 1.320378 -0.4 0.3 0.0
H 3.139110 2.201959 3.480091 -0.3 0.2 0.4
H 3.081009 5.204788 2.692128 -0.6 0.4 0.0
H 4.130287 4.489588 3.830878 0.1 0.1 0.5
H 1.964548 6.452639 4.680737 0.3 0.2 -0.4
H 3.267244 5.723943 5.721296 0.5 -0.1 -0.7
H 1.602065 5.531469 6.130279 -0.2 -0.4 -0.3
H 1.919699 3.455466 1.242551 -1.3 0.5 -0.5
H 2.069594 1.945547 1.313687 -0.1 -0.9 0.0
C 3.307721 -2.372391 -0.529352 0.8 -0.4 0.9
C 3.723662 -1.855859 0.907637 -0.5 -2.9 0.2
C 5.224608 -1.744553 1.096001 0.7 -0.5 -0.3
O 5.829482 -3.022440 1.435909 -1.7 1.0 -1.0
C 7.229090 -3.004667 1.503097 0.6 -0.2 0.6
N 3.003153 -0.649040 1.138651 0.4 1.9 0.1
H 3.776974 -1.782874 -1.316993 0.1 0.4 0.1
H 2.229605 -2.289224 -0.666675 0.0 -0.1 0.1
H 3.636088 -3.390053 -0.740646 -0.1 -0.2 0.2
H 3.441243 -2.500618 1.739878 -0.4 -0.9 -0.4
H 5.519829 -1.030540 1.864843 -0.2 0.3 0.1
H 5.507469 -1.363075 0.114896 1.2 0.0 -0.1
H 7.585952 -4.023395 1.654558 -0.3 -0.1 -0.3
H 7.566951 -2.495756 2.405853 0.0 0.5 0.0
H 7.714457 -2.582239 0.623285 -0.1 0.1 -0.1
H 3.548477 -0.033474 0.552296 -0.2 1.1 -0.2
H 2.157808 -0.706025 0.588888 -0.4 0.0 0.1
C -4.530776 2.661587 1.106514 1.3 0.3 -0.6
C -2.991460 2.617736 1.405643 -0.3 0.6 -0.6
C -2.323617 3.986795 1.546175 0.2 0.7 -0.2
O -0.906988 3.908985 1.753654 0.0 -1.1 -0.4
C -0.278656 5.170500 1.554082 0.1 -0.1 -0.3
N -2.787748 1.966379 2.662112 1.5 -1.0 1.2
H -5.182338 3.098398 1.863318 0.5 0.4 0.2
H -4.929653 1.656518 0.969284 0.2 -0.1 -0.3
H -4.587079 3.237497 0.182791 -0.6 -0.1 -0.1
H -2.440315 2.046789 0.658416 -0.2 0.0 -0.3
H -2.659497 4.531483 2.428552 -0.8 0.0 0.1
H -2.514206 4.615032 0.676065 -0.1 -0.1 -0.2
H -0.801475 5.926497 2.139928 0.4 0.2 0.3
H -0.237507 5.503380 0.516972 -0.6 -0.3 -0.3
H 0.783368 5.050264 1.767965 -0.2 0.2 0.7
H -3.276389 1.082685 2.682478 0.1 -0.4 0.0
H -3.317368 2.577984 3.266710 0.3 -0.1 1.2
C -6.015403 -0.228850 -1.181771 -0.8 -0.6 -0.4
C -4.730662 -1.038616 -1.352180 -0.7 1.1 0.1
C -3.811373 -0.410137 -2.426133 -0.5 0.0 -0.2
O -2.723802 -1.222804 -2.761904 1.6 -0.2 0.3
C -1.823838 -0.554704 -3.703586 -0.7 -1.3 -0.7
N -4.098805 -1.117897 -0.028877 2.5 -0.8 -0.6
H -6.613668 -0.701315 -0.402699 0.0 -0.1 0.2
H -6.633335 -0.354927 -2.070797 0.0 0.5 -0.1
H -5.938074 0.817454 -0.886193 0.4 0.0 -0.4
H -5.063886 -2.035019 -1.642436 0.4 0.0 -0.2
H -3.415585 0.573865 -2.174726 -0.2 0.3 0.7
H -4.359849 -0.234487 -3.351560 -0.6 -0.1 0.1
H -1.053585 -1.271268 -3.988802 0.4 0.3 0.9
H -1.478761 0.437884 -3.414125 0.1 -0.3 0.5
H -2.311663 -0.484061 -4.675772 -0.7 0.5 0.1
H -3.631069 -0.241608 0.154016 0.4 0.2 0.1
H -4.735344 -1.248566 0.744332 -0.3 -0.5 -0.1
C -3.425800 -6.256058 -2.756184 0.0 0.1 -0.6
C -2.604146 -5.130741 -2.130285 2.2 -1.9 -0.7
C -1.299959 -4.779996 -2.963436 -1.7 -0.4 0.6
O -0.644647 -3.693052 -2.359146 -0.5 1.2 0.4
C 0.573270 -3.337890 -3.024213 0.9 -0.8 0.7
N -3.405379 -3.978184 -1.929870 0.6 1.3 1.3
H -2.864239 -7.189246 -2.799985 -0.1 0.0 -0.1
H -3.785720 -5.993412 -3.750959 0.4 0.0 -0.4
H -4.370650 -6.426876 -2.240267 0.2 -0.1 0.6
H -2.310998 -5.500787 -1.147829 0.4 0.1 0.1
H -1.579816 -4.502498 -3.979690 -0.2 -0.1 -0.3
H -0.670038 -5.668249 -3.011441 0.2 0.0 0.1
H 1.149958 -2.655135 -2.400196 -0.4 -0.1 0.1
H 0.547515 -2.908800 -4.025872 -0.9 -0.1 -0.1
H 1.104269 -4.288400 -3.075864 0.5 0.1 -0.3
H -3.702668 -3.742694 -2.865963 -0.5 0.9 0.0
H -4.188800 -4.360512 -1.419782 -0.6 0.6 0.1
C 0.654187 -3.669588 1.370465 0.3 0.5 -0.1
O -0.359756 -4.157543 0.459321 -0.3 1.0 0.7
H 0.545265 -3.961078 2.415098 -0.4 -0.5 -0.1
H 1.626742 -3.991742 0.998386 0.0 0.1 0.1
H 0.605286 -2.580845 1.389315 0.0 0.0 -0.4
H -0.162635 -5.091378 0.355839 -0.4 -0.2 -0.4
C -1.134691 3.111442 -1.981688 0.7 0.1 -0.3
O 0.042510 3.518306 -1.317464 0.3 0.4 0.4
H -1.678627 2.435031 -1.322370 -0.6 0.1 -0.2
H -1.652721 4.023635 -2.277734 -0.4 -0.3 0.2
H -0.866350 2.579967 -2.894722 -0.2 -0.1 -0.2
H 0.337893 2.759297 -0.809268 0.2 -0.3 0.1
C 2.811911 0.966824 -2.440218 -0.4 0.6 -0.9
O 2.858223 1.287834 -1.071718 0.5 -0.2 0.7
H 3.819770 0.851085 -2.838880 -0.1 0.0 0.1
H 2.207285 0.089758 -2.671061 0.2 -0.4 0.3
H 2.295070 1.789040 -2.935147 0.3 0.1 -0.5
H 2.001928 1.037354 -0.717289 -0.5 0.0 0.2
```
Forces are in eV/Å.

- ⟨S²⟩: 0.75
- Largest force on an atom: 7.56 eV Å⁻¹
- E_tot: -56715.7378 eV
- Spin multiplicity: 2
- Charge: +3